Molecular formula: C39H59N10Sb2Tl
Method: DFT, the ωB97M-V functional and the def2-TZVPD basis

Multiplicity: 1
Net charge: -2
Electronic energy: -2721.96662 a.u.
F_max: 1.66 eV Å⁻¹
Gap between HOMO and LUMO: 0.213 Ha

XYZ file:
```
111
Properties=species:S:1:pos:R:3:mulliken_charge:R:1
Tl 0.15 -0.28 0.83 1.11
C -1.37 0.08 3.36 -0.84
C -0.03 0.27 3.78 -0.05
C 0.33 1.59 3.40 -0.32
C -0.78 2.15 2.74 0.09
C -1.83 1.24 2.71 -0.41
C -3.24 1.51 2.25 2.75
C -4.00 2.19 3.40 -2.04
C -3.26 2.44 1.03 -1.76
C -3.94 0.21 1.87 -2.06
C 1.60 2.42 3.58 3.10
C 2.70 1.96 2.60 -1.69
C 2.11 2.42 5.03 -1.97
C 1.34 3.90 3.25 -2.05
C 0.65 -0.83 4.59 3.06
C 2.13 -1.04 4.26 -1.76
C 0.00 -2.20 4.28 -2.75
C 0.45 -0.56 6.09 -1.95
H -1.98 -0.78 3.56 0.07
H -0.83 3.14 2.33 0.19
H -3.51 3.14 3.65 0.32
H -3.98 1.56 4.29 0.35
H -5.04 2.39 3.14 0.49
H -2.87 3.43 1.29 0.29
H -4.27 2.56 0.65 0.54
H -2.63 2.03 0.25 0.01
H -4.12 -0.40 2.75 0.37
H -3.33 -0.37 1.18 0.43
H -4.90 0.40 1.39 0.39
H 2.88 0.90 2.67 0.13
H 3.64 2.50 2.80 0.54
H 2.39 2.18 1.58 0.07
H 2.43 1.44 5.35 0.32
H 1.32 2.75 5.69 0.34
H 2.96 3.10 5.14 0.45
H 1.12 4.03 2.19 0.08
H 2.24 4.49 3.47 0.51
H 0.52 4.30 3.84 0.39
H 2.25 -1.23 3.20 0.11
H 2.53 -1.90 4.81 0.57
H 2.75 -0.18 4.53 0.25
H -0.03 -2.36 3.20 0.77
H -1.01 -2.27 4.67 0.32
H 0.59 -3.00 4.73 0.52
H 0.93 0.36 6.39 0.22
H 0.87 -1.38 6.68 0.50
H -0.61 -0.48 6.31 0.32
N -0.08 -4.10 1.22 0.18
C 1.22 -3.73 0.99 -0.07
N 2.22 -4.62 0.98 -0.47
N 3.31 -3.88 0.79 -0.91
N 3.00 -2.63 0.70 -0.19
N 1.67 -2.48 0.82 0.32
C -1.11 -3.64 0.42 -0.30
N -2.13 -4.43 0.09 -0.45
N -2.90 -3.66 -0.68 -0.93
N -2.39 -2.49 -0.80 -0.15
N -1.24 -2.42 -0.10 0.68
H -0.16 -5.10 1.35 0.35
C -1.70 2.85 -3.74 -1.49
Sb -0.91 0.98 -2.91 1.00
C -2.63 0.17 -1.98 -0.71
C -0.63 0.00 -4.89 -1.73
C -1.19 -1.36 -5.02 1.07
C -2.54 -1.49 -5.31 -0.33
C -3.11 -2.72 -5.60 -0.74
C -2.30 -3.84 -5.61 -0.61
C -0.97 -3.74 -5.27 -0.68
C -0.38 -2.51 -4.93 0.73
C 0.99 -2.48 -4.48 -2.04
Sb 1.12 -2.61 -2.20 0.31
C 0.42 -4.68 -2.21 -1.68
C 3.18 -3.30 -2.52 -1.53
H -0.87 3.48 -4.02 0.38
H -2.30 3.36 -2.99 0.40
H -2.32 2.65 -4.61 0.48
H -2.92 -0.76 -2.46 0.52
H -3.43 0.91 -2.03 0.55
H -2.39 -0.07 -0.95 -0.39
H 0.43 0.03 -5.08 0.55
H -1.14 0.68 -5.58 0.65
H -3.15 -0.60 -5.34 0.31
H -4.16 -2.79 -5.85 0.38
H -2.71 -4.80 -5.90 0.38
H -0.35 -4.62 -5.26 0.27
H 1.51 -1.55 -4.70 0.63
H 1.57 -3.31 -4.87 0.69
H 0.77 -5.20 -3.10 0.65
H -0.66 -4.71 -2.16 0.43
H 0.84 -5.15 -1.33 0.55
H 3.19 -4.16 -3.19 0.43
H 3.60 -3.59 -1.56 0.55
H 3.78 -2.50 -2.93 0.34
C 3.21 0.64 -2.62 -0.45
C 2.76 2.06 -2.45 0.71
C 3.62 3.12 -2.72 -0.84
C 3.22 4.43 -2.50 -0.76
C 2.00 4.67 -1.91 -0.83
C 1.12 3.64 -1.64 0.78
C -0.14 3.94 -0.87 -0.71
C 1.46 2.32 -1.99 -0.18
N 0.59 1.25 -1.80 -0.16
H 4.26 0.59 -2.88 0.37
H 2.62 0.14 -3.40 -0.10
H 3.03 0.10 -1.70 0.14
H 4.61 2.91 -3.09 0.36
H 3.89 5.25 -2.75 0.37
H 1.71 5.68 -1.65 0.40
H 0.13 4.26 0.14 0.27
H -0.76 3.05 -0.77 -0.43
H -0.71 4.74 -1.34 0.38
```